Below is CH2ClNO as an isolated structure, with properties calculated with ωB97M-V/def2-TZVPD.

Structure (ORCA input):
```
! RIJCOSX wB97M-V def2-TZVPD def2/J DEFGRID3
* xyz 0 1
C 0.44690 -0.54999 0.00963
N -0.27774 0.54849 0.28712
O -1.16418 0.94812 -0.50526
Cl -0.03315 -1.44712 -1.39225
H 1.36628 -0.94720 0.34454
H -0.33811 1.44769 1.25622
*
```

Computed properties:
- orbital gap (alpha / beta) (Ha) = 0.3246 / 0.3245
- E_tot (hartree) = -629.33710
- E_HOMO (alpha / beta) (eV) = -8.9 / -8.9
- energy relative to the best compared isomer or geometry (same formula, charge and spin) (kcal per mole) = 102.7
- LUMO energy (alpha / beta) (eV) = -0.043 / -0.042